No. 1
Formula: C48H35O11S
Source: the OMol25 dataset
Level of theory: wB97M-V/def2-TZVPD

The geometry in ORCA input format:
```
! wB97M-V def2-TZVPD RIJCOSX def2/J DEFGRID3
* xyz -1 1
C 5.67073 -0.97330 8.07705
C 5.34359 0.17639 6.95495
O 3.91351 0.42465 6.71301
C 3.21532 0.90179 7.91703
O 3.60852 2.08556 8.43856
C 2.03470 0.06048 8.68941
C 0.99284 -0.72891 7.70014
C 1.62697 -2.01189 6.90074
S 1.99810 -3.50649 7.97716
O 0.76642 -4.09834 8.70334
O 3.21410 -3.25242 8.95116
O 2.55764 -4.75669 6.90553
H 4.96607 -0.97478 9.01123
H 6.76675 -0.74026 8.48493
H 5.63867 -2.04140 7.59869
H 5.78545 -0.23257 5.92410
H 5.83610 1.19804 7.24433
H 2.53910 -0.61007 9.51444
H 1.38731 0.87167 9.27952
H 0.48288 -0.02624 6.89497
H 0.10206 -1.14963 8.37254
H 0.80496 -2.35204 6.10478
H 2.59426 -1.78657 6.28183
C 3.74913 1.87350 0.38405
C 2.87283 1.76127 1.46317
C 2.61936 0.51108 2.02978
C 3.23502 -0.63300 1.50775
C 4.09201 -0.52386 0.41331
C 4.35886 0.73403 -0.14276
C 4.70816 -1.72978 -0.17677
O 5.46387 -1.63439 -1.13595
C 4.39369 -3.05214 0.39990
C 4.92504 -4.20873 -0.18560
C 4.64344 -5.46240 0.36152
C 3.84043 -5.56388 1.49720
C 3.30522 -4.41381 2.07920
C 3.57473 -3.15619 1.52324
C 2.97489 -1.94886 2.12482
O 2.26528 -2.03756 3.12019
H 3.95384 2.84895 -0.05173
H 2.38779 2.64780 1.86564
H 1.93813 0.43176 2.87537
H 5.03746 0.82863 -0.98869
H 5.55549 -4.13800 -1.07054
H 5.05279 -6.35958 -0.09780
H 3.62681 -6.53973 1.92789
H 2.67517 -4.50122 2.96282
C -2.30314 2.11892 -2.75108
C -1.30178 1.70318 -1.87390
C -0.15933 2.48538 -1.69713
C -0.01188 3.68188 -2.40925
C -1.00179 4.08510 -3.30459
C -2.15576 3.30757 -3.46739
C -0.83419 5.31990 -4.09784
O -1.70490 5.67666 -4.88194
C 0.40091 6.11324 -3.93902
C 0.59867 7.25473 -4.72689
C 1.75793 8.01823 -4.57360
C 2.71603 7.65054 -3.62928
C 2.52422 6.51076 -2.84701
C 1.36856 5.73525 -3.00940
C 1.19166 4.51174 -2.20250
O 2.03539 4.18531 -1.37560
H -3.19770 1.51400 -2.88199
H -1.41093 0.77037 -1.32515
H 0.61591 2.15712 -1.00674
H -2.93902 3.62296 -4.15445
H -0.14593 7.55050 -5.46424
H 1.91189 8.90126 -5.19007
H 3.61577 8.24915 -3.50459
H 3.27885 6.22715 -2.11524
C -8.73528 -2.70882 -1.93186
C -7.63988 -1.96062 -1.50140
C -6.71971 -1.47185 -2.43019
C -6.88872 -1.74243 -3.79352
C -7.97043 -2.51121 -4.22133
C -8.90255 -2.98594 -3.28940
C -8.13144 -2.84457 -5.65137
O -9.08332 -3.51685 -6.02843
C -7.12466 -2.36376 -6.61848
C -7.23342 -2.72092 -7.96883
C -6.29299 -2.25946 -8.89238
C -5.24953 -1.43467 -8.47311
C -5.13555 -1.08188 -7.12760
C -6.06980 -1.55566 -6.19698
C -5.92022 -1.20625 -4.77049
O -5.00079 -0.48521 -4.40042
H -9.45746 -3.08199 -1.20899
H -7.50266 -1.75541 -0.44204
H -5.86979 -0.88406 -2.08735
H -9.75700 -3.57527 -3.61747
H -8.04692 -3.36189 -8.30496
H -6.37636 -2.54228 -9.93954
H -4.52095 -1.06914 -9.19351
H -4.31547 -0.44161 -6.80683
*
```

- HOMO-LUMO gap (Ha) = 0.158

These are the Löwdin partial charges, in e, on atoms 1 to 5: -0.0953 -0.2259 -0.1365 -0.2478 -0.0520

---

No. 2
Formula: C48H36AsN6O6S3Ti
Source: the OMol25 dataset
Level of theory: wB97M-V/def2-TZVPD

The geometry in ORCA input format:
```
! wB97M-V def2-TZVPD RIJCOSX def2/J DEFGRID3
* xyz -2 2
Ti -0.43117 -0.07890 0.29955
S 3.63041 2.11065 -5.10563
N 2.35856 1.13969 -4.71982
C 2.55940 0.72085 -3.49114
C 1.76484 -0.25065 -2.76793
C 1.05510 -1.23871 -3.38185
C 0.62002 -2.33375 -2.56725
C 0.61563 -2.20745 -1.21667
N 1.00867 -1.05975 -0.54440
C 1.95710 -0.31157 -1.33447
C 3.18856 0.04473 -0.81295
N 3.50797 -0.36070 0.46969
C 4.76542 -0.29229 0.84771
C 5.80996 0.22745 0.08251
C 5.48541 0.79960 -1.14389
C 4.19085 0.72339 -1.61550
C 3.78485 1.20558 -2.90218
N 4.48025 1.99625 -3.69965
H 0.94821 -1.23921 -4.45969
H 0.27001 -3.25470 -3.01365
H 0.26285 -3.03840 -0.61148
H 4.97233 -0.66050 1.85341
H 6.82470 0.23637 0.45891
H 6.23599 1.28152 -1.76003
C -0.50836 -2.81694 2.15403
O -0.79142 -1.72254 3.00556
C -1.11913 -0.52859 2.34551
C -1.16088 0.49956 3.48217
H -0.37407 -3.68268 2.80515
H 0.41653 -2.63545 1.59216
H -1.33375 -3.01220 1.46357
H -1.88381 0.16888 4.23369
H -1.45791 1.48440 3.13257
H -0.18893 0.55242 3.96092
C 4.61294 4.83899 0.30832
C 3.53435 4.54725 -0.51348
C 2.64147 3.54918 -0.15424
C 2.81686 2.81851 1.01643
C 3.89581 3.12321 1.83766
C 4.78839 4.12365 1.48461
As 1.37127 1.52632 1.51097
C 2.11217 0.81931 3.16601
C 2.54496 -0.48178 3.34582
C 2.86031 -0.93472 4.61956
C 2.74936 -0.07222 5.70449
C 2.31409 1.23163 5.53292
C 1.96511 1.68712 4.26294
C 1.29793 2.95481 3.94927
C 1.13534 4.04013 4.80567
C 0.43063 5.15732 4.38666
C -0.12169 5.20523 3.11263
C 0.05348 4.13522 2.24419
C 0.75949 3.01859 2.65263
H 5.32125 5.61016 0.02879
H 3.39454 5.08376 -1.44402
H 1.80200 3.31515 -0.80298
H 4.03854 2.57072 2.75899
H 5.63233 4.33941 2.13013
H 2.62175 -1.12562 2.47725
H 3.16868 -1.96119 4.77403
H 2.97716 -0.43446 6.70082
H 2.20260 1.88373 6.39202
H 1.57195 4.01909 5.79849
H 0.31053 6.00124 5.05639
H -0.68355 6.07593 2.79777
H -0.37549 4.16292 1.24883
O -3.60134 2.22312 1.56704
S -2.93745 1.19828 0.79425
O -1.47809 1.52045 0.63713
O -3.59098 0.91831 -0.46855
S -3.01374 -0.57701 1.87074
O -1.10905 0.55375 -1.79059
C -1.83529 -0.43743 -1.75337
N -2.67153 -0.86785 -2.75216
C -3.34064 -2.08545 -2.34325
C -2.62131 -2.34828 -0.96873
O -2.80744 -3.35029 -0.30440
N -1.79628 -1.31789 -0.71489
C -3.04206 -3.25509 -3.27199
C -3.60423 -4.50249 -3.00193
C -3.37040 -5.57616 -3.84473
C -2.57801 -5.42249 -4.97529
C -1.99488 -4.19116 -5.23299
C -2.22010 -3.11635 -4.38301
C -4.84325 -1.89591 -2.16460
C -5.37915 -1.52299 -0.93674
C -6.75013 -1.37116 -0.78771
C -7.60501 -1.59132 -1.85768
C -7.07572 -1.94126 -3.09220
C -5.70618 -2.09009 -3.24326
H -3.11325 -0.19425 -3.35420
H -4.21708 -4.62770 -2.11927
H -3.81260 -6.54042 -3.62229
H -2.41174 -6.25691 -5.64632
H -1.35861 -4.06502 -6.10096
H -1.74604 -2.16200 -4.57010
H -4.72064 -1.35043 -0.09521
H -7.14628 -1.08054 0.17752
H -8.67688 -1.49170 -1.73419
H -7.73345 -2.10635 -3.93783
H -5.29992 -2.37288 -4.20679
*
```

- HOMO-LUMO gap (spin up / spin down) (Ha) = 0.160 / 0.160
- energy above the lowest of the compared OMol25 structures with the same formula, charge and spin (kcal/mol) = 18.0
- <S²> = 0.76

These are the Löwdin partial charges, in e, on atoms 1 to 5: 0.7623 0.8484 -0.2333 -0.3039 -0.1490